# 1
Computed, not measured: C36H21F15GeN5O5SSr as an isolated structure in a non-equilibrium geometry, with the ωB97M-V functional and the def2-TZVPD basis.

Geometry (Å):
1 Sr 1.05441 -0.98399 1.15549
2 C 0.89253 1.34117 3.68544
3 C 2.03978 0.51333 4.26578
4 N 2.72998 -0.25950 3.23309
5 C 3.36353 -1.47044 3.71200
6 C 2.33717 -2.53042 4.07603
7 C 2.63779 -3.54872 4.96884
8 C 1.67736 -4.51782 5.21178
9 C 0.45668 -4.44578 4.56470
10 C 0.23874 -3.39092 3.68268
11 C -1.05366 -3.31565 2.88173
12 N -1.29473 -2.04520 2.22424
13 C -2.00154 -1.02412 2.99722
14 C -1.08703 -0.15352 3.85457
15 N -0.07186 0.47144 3.03104
16 N 1.15556 -2.46194 3.47136
17 H 1.28637 2.02151 2.92965
18 H 0.42674 1.94289 4.48104
19 H 1.63542 -0.19734 4.99122
20 H 2.73430 1.16739 4.81265
21 H 3.36682 0.33213 2.71435
22 H 4.01683 -1.30847 4.58552
23 H 3.97498 -1.88089 2.90447
24 H 3.60311 -3.58054 5.45445
25 H 1.88284 -5.32559 5.90282
26 H -0.30859 -5.19291 4.72465
27 H -1.88507 -3.60237 3.54518
28 H -0.98905 -4.08178 2.10580
29 H -1.78189 -2.18838 1.34853
30 H -2.76470 -1.48282 3.64458
31 H -2.51686 -0.38532 2.27468
32 H -0.59732 -0.77127 4.61264
33 H -1.70621 0.58876 4.38435
34 H -0.53154 0.99169 2.28861
35 O 5.01484 -0.61285 -3.92964
36 C 4.26516 -0.73442 -2.79524
37 C 4.30214 -1.88232 -2.01620
38 C 3.50383 -1.91843 -0.87912
39 N 2.78376 -0.85945 -0.54715
40 C 2.72145 0.24481 -1.28418
41 C 3.45833 0.35067 -2.45002
42 C 1.79562 1.36007 -0.69855
43 O 1.30824 2.18577 -1.46196
44 O 1.65562 1.26062 0.55864
45 C 3.39344 -3.13609 0.08360
46 O 4.22390 -4.02890 -0.05697
47 O 2.44910 -3.04956 0.92171
48 H 5.49812 -1.43278 -4.07031
49 H 4.92171 -2.73429 -2.26665
50 H 3.41041 1.23547 -3.06739
51 F -3.09954 3.48854 -3.35013
52 C -2.82312 3.72979 -2.05649
53 C -2.08671 2.81375 -1.33260
54 C -1.81773 3.16376 -0.02132
55 F -1.12532 2.35601 0.78528
56 C -2.26367 4.35113 0.54544
57 F -1.99127 4.64105 1.82303
58 C -3.00493 5.23717 -0.21628
59 F -3.44274 6.38072 0.31325
60 C -3.28651 4.92548 -1.53552
61 F -3.99072 5.77955 -2.28718
62 Ge -1.61134 1.07507 -2.12948
63 S -1.09333 -0.59143 -0.90167
64 C -0.41346 1.34513 -3.65295
65 C 0.06837 0.24082 -4.33777
66 F -0.39660 -0.98241 -4.07084
67 C 1.02589 0.33463 -5.33620
68 F 1.45547 -0.75525 -5.98012
69 C 1.53299 1.57840 -5.67138
70 F 2.44410 1.69374 -6.64025
71 C 1.08195 2.70248 -5.00364
72 F 1.57375 3.90611 -5.32258
73 C 0.13092 2.56347 -4.00793
74 F -0.23858 3.68273 -3.37438
75 C -3.40483 0.62456 -2.89276
76 C -4.46509 0.52784 -2.00796
77 F -4.30650 0.88186 -0.72006
78 C -5.72507 0.07742 -2.36815
79 F -6.71519 0.00775 -1.46978
80 C -5.95853 -0.30446 -3.67854
81 F -7.16215 -0.74772 -4.04816
82 C -4.93074 -0.21384 -4.60059
83 F -5.14572 -0.56522 -5.87223
84 C -3.68710 0.24979 -4.19024
85 F -2.75348 0.32864 -5.15161

Summary:
Relative energy (zero: lowest compared OMol25 entry of this formula, charge and spin) (kcal/mol): 18.2
Kohn-Sham gap (eV): 7.7
2S+1: 1
Charge: -1



# 2
Computed, not measured: a 3-piece molecular cluster, C36H23IO9 overall in a non-equilibrium geometry, with the ωB97M-V functional and the def2-TZVPD basis.

Geometry (Å):
1 C -3.78457 4.20410 0.98414
2 C -4.35567 3.07718 1.90230
3 O -3.61846 1.84055 1.75603
4 C -4.53077 0.82089 1.88214
5 C -5.20198 0.39653 0.79364
6 C -5.01464 0.92932 -0.65347
7 C -3.67474 0.27328 -1.19707
8 O -3.49855 -0.84194 -0.90358
9 I -2.19059 1.32057 -2.37497
10 C -6.13246 -0.72288 1.28926
11 O -7.05841 -1.14109 0.71790
12 O -5.62079 -1.08360 2.52576
13 C -4.97013 0.00622 3.11393
14 O -4.80717 0.20423 4.24067
15 H -2.80316 4.50688 1.40096
16 H -4.46442 5.07949 0.99314
17 H -3.69620 3.78287 -0.03711
18 H -4.37366 3.42575 2.96008
19 H -5.42787 2.96172 1.62100
20 H -4.98421 2.03328 -0.63865
21 H -5.84594 0.62725 -1.31856
22 C -0.59329 -1.49716 2.62629
23 C -1.14643 -0.32206 2.12303
24 C -0.56035 0.90188 2.42650
25 C 0.56609 0.94696 3.24159
26 C 1.10164 -0.23159 3.76273
27 C 0.52510 -1.45308 3.44241
28 C 2.27525 -0.19294 4.67321
29 O 2.74442 -1.21921 5.12409
30 C 2.85936 1.12645 5.02861
31 C 3.92218 1.18663 5.92396
32 C 4.48330 2.41076 6.25241
33 C 3.99101 3.58050 5.68064
34 C 2.92871 3.52636 4.79217
35 C 2.35347 2.30133 4.47054
36 C 1.19248 2.25973 3.54395
37 O 0.75987 3.28192 3.04723
38 H -1.04390 -2.45219 2.38376
39 H -2.02827 -0.35232 1.49383
40 H -0.98733 1.81397 2.03063
41 H 0.94526 -2.37087 3.83396
42 H 4.30991 0.27856 6.36826
43 H 5.30760 2.45569 6.95383
44 H 4.43518 4.53582 5.93286
45 H 2.54484 4.43830 4.35260
46 C 0.66469 -5.66909 -4.28457
47 C 0.00626 -4.86638 -3.35726
48 C 0.29539 -3.51311 -3.27995
49 C 1.25333 -2.95815 -4.12205
50 C 1.93062 -3.76791 -5.03569
51 C 1.62485 -5.12205 -5.12135
52 C 2.99100 -3.20044 -5.90873
53 O 3.57839 -3.90330 -6.70703
54 C 3.32488 -1.75791 -5.78023
55 C 4.35303 -1.22155 -6.54833
56 C 4.66442 0.12527 -6.44625
57 C 3.94382 0.94521 -5.58252
58 C 2.92206 0.41462 -4.81101
59 C 2.61537 -0.93923 -4.89991
60 C 1.54144 -1.50345 -4.04203
61 O 0.91309 -0.79067 -3.28437
62 H 0.43097 -6.72481 -4.34974
63 H -0.73496 -5.29809 -2.69580
64 H -0.22228 -2.88999 -2.56110
65 H 2.13895 -5.75012 -5.83788
66 H 4.91377 -1.85545 -7.22366
67 H 5.46890 0.53967 -7.04164
68 H 4.18380 1.99900 -5.50904
69 H 2.36649 1.05389 -4.13648

Summary:
Kohn-Sham gap (eV): 8.7
2S+1: 1
SMILES: CCOC1=C(CC(=O)I)C(=O)OC1=O.O=C1c2ccccc2C(=O)c2ccccc21.O=C1c2ccccc2C(=O)c2ccccc21



# 3
Computed, not measured: a 3-piece molecular cluster, C36H23N3O9S overall in a non-equilibrium geometry, with the ωB97M-V functional and the def2-TZVPD basis.

Geometry (Å):
1 N -2.56372 1.75069 -1.51078
2 C -1.74966 1.48766 -2.29150
3 O -0.97453 0.89498 -3.17146
4 C -0.54117 -0.44227 -2.70205
5 O -0.48682 -1.13934 -3.91520
6 C -1.86404 -1.22841 -4.24225
7 O -2.33284 -1.14249 -5.31868
8 O -2.52891 -1.43561 -3.06713
9 C -1.62394 -1.22952 -1.96511
10 C -1.25678 -2.70522 -1.55046
11 C -2.45543 -3.21360 -0.72065
12 S -2.28473 -4.95614 -0.13845
13 C -0.62673 -5.38227 -0.65108
14 N -0.26395 -6.06778 -1.67579
15 N 1.11047 -6.07098 -1.61618
16 C 1.47764 -5.39458 -0.59841
17 O 0.39980 -4.91368 0.09682
18 H 0.41564 -0.22810 -2.21505
19 H -2.02810 -0.81208 -1.03531
20 H -1.11718 -3.26749 -2.48529
21 H -0.30737 -2.71176 -0.99028
22 H -2.54733 -2.58390 0.17627
23 H -3.34995 -3.17147 -1.35405
24 H 2.50045 -5.19476 -0.29893
25 C 0.74357 -4.60806 3.11333
26 C 1.18770 -5.10074 4.33668
27 C 0.52877 -4.74888 5.50516
28 C -0.56840 -3.89498 5.45369
29 C -0.99543 -3.38455 4.22649
30 C -0.34189 -3.75297 3.05975
31 C -2.13469 -2.43334 4.15175
32 O -2.50654 -1.99420 3.07980
33 C -2.80300 -2.02487 5.41418
34 C -3.83379 -1.09295 5.37180
35 C -4.47309 -0.71423 6.54094
36 C -4.09157 -1.27162 7.75760
37 C -3.06137 -2.19677 7.80644
38 C -2.40745 -2.56980 6.63821
39 C -1.28002 -3.53796 6.70983
40 O -0.94422 -4.02234 7.77104
41 H 1.24883 -4.88524 2.20240
42 H 2.04524 -5.76049 4.37782
43 H 0.86930 -5.13535 6.45673
44 H -0.67925 -3.36823 2.10657
45 H -4.13445 -0.66048 4.42659
46 H -5.27218 0.01540 6.50636
47 H -4.59713 -0.97957 8.66934
48 H -2.76301 -2.62563 8.75396
49 C 5.96347 6.21629 -1.94034
50 C 5.74419 7.39214 -2.65156
51 C 4.59940 7.53777 -3.41802
52 C 3.67336 6.50363 -3.48651
53 C 3.90502 5.31474 -2.79155
54 C 5.04707 5.17989 -2.01032
55 C 2.94954 4.17997 -2.89151
56 O 3.14765 3.14598 -2.28374
57 C 1.75105 4.33349 -3.75691
58 C 0.87722 3.26386 -3.90676
59 C -0.25133 3.39467 -4.69870
60 C -0.51653 4.60165 -5.33973
61 C 0.35418 5.67024 -5.19853
62 C 1.49501 5.53751 -4.41482
63 C 2.43968 6.67982 -4.29884
64 O 2.21250 7.73250 -4.85926
65 H 6.85446 6.10792 -1.33482
66 H 6.46763 8.19629 -2.60523
67 H 4.42775 8.45465 -3.96632
68 H 5.22161 4.26427 -1.46094
69 H 1.08065 2.32726 -3.40788
70 H -0.92693 2.55966 -4.81881
71 H -1.40238 4.70553 -5.95333
72 H 0.14895 6.60623 -5.70105

Summary:
Relative energy (zero: lowest compared OMol25 entry of this formula, charge and spin) (kcal/mol): 0.0
Kohn-Sham gap (eV): 8.7
2S+1: 1
SMILES: N#CO[C@@H]1OC(=O)O[C@H]1CCSc1nnco1.O=C1c2ccccc2C(=O)c2ccccc21.O=C1c2ccccc2C(=O)c2ccccc21



no.,LUMO energy (eV)
1,2.1
2,-1.0
3,-1.2